This record from the OMol25 dataset describes 13 unconnected molecules or ions with the total composition C65H157BN11O28 in a non-equilibrium geometry. The level of theory is ωB97M-V/def2-TZVPD.

Each line ends with the Löwdin charge.
Element x y z (Å)
O (2.113, 1.960, 2.155)  0.13
C (0.984, 1.598, 1.804)  -0.35
O (0.647, 1.075, 0.649)  0.21
B (-0.785, 0.728, 0.610)  -0.82
O (-1.293, 1.290, 1.920)  0.18
C (-0.310, 1.924, 2.586)  -0.34
O (-0.370, 2.577, 3.632)  0.09
O (-1.013, -0.772, 0.577)  0.22
C (-1.764, -1.029, -0.432)  -0.39
O (-2.126, -2.144, -0.753)  0.14
C (-2.073, 0.298, -1.200)  -0.34
O (-1.517, 1.295, -0.543)  0.21
O (-2.743, 0.335, -2.215)  0.12
C (-1.140, 7.112, 5.017)  -0.09
O (-2.133, 6.458, 4.277)  -0.15
C (-1.492, 5.665, 3.263)  -0.20
C (-2.560, 4.864, 2.571)  -0.11
N (-3.102, 5.670, 1.494)  0.22
C (-4.053, 4.928, 0.678)  -0.09
C (-4.652, 5.811, -0.421)  -0.22
O (-5.627, 6.699, 0.056)  -0.17
C (-6.357, 7.322, -0.934)  -0.11
H (-1.590, 7.800, 5.733)  0.10
H (-0.537, 7.790, 4.412)  0.10
H (-0.546, 6.355, 5.528)  0.07
H (-0.713, 4.972, 3.580)  0.12
H (-0.952, 6.196, 2.479)  0.10
H (-3.356, 4.605, 3.269)  0.17
H (-2.044, 3.987, 2.180)  0.13
H (-3.425, 6.584, 1.777)  0.18
H (-4.842, 4.478, 1.280)  0.17
H (-3.556, 4.086, 0.196)  0.14
H (-5.141, 5.098, -1.085)  0.13
H (-3.942, 6.303, -1.086)  0.13
H (-5.731, 7.539, -1.800)  0.09
H (-6.782, 8.256, -0.566)  0.10
H (-7.177, 6.698, -1.290)  0.10
C (-2.211, 4.238, -10.514)  -0.12
O (-3.451, 4.372, -9.861)  -0.20
C (-3.729, 5.646, -9.304)  -0.20
C (-5.228, 5.666, -8.704)  -0.14
N (-5.356, 4.849, -7.445)  -0.05
C (-4.647, 5.411, -6.251)  -0.19
C (-4.952, 4.429, -5.079)  -0.23
O (-4.311, 3.202, -5.398)  -0.19
C (-4.622, 2.286, -4.359)  -0.11
H (-1.313, 4.277, -9.899)  0.07
H (-2.057, 5.034, -11.242)  0.08
H (-2.177, 3.349, -11.144)  0.09
H (-3.650, 6.340, -10.140)  0.11
H (-2.963, 5.909, -8.574)  0.10
H (-5.898, 5.194, -9.423)  0.10
H (-5.545, 6.708, -8.653)  0.10
H (-4.831, 4.009, -7.643)  0.09
H (-5.039, 6.402, -6.022)  0.11
H (-3.583, 5.597, -6.396)  0.10
H (-6.034, 4.296, -5.050)  0.12
H (-4.562, 4.879, -4.167)  0.10
H (-5.669, 1.985, -4.344)  0.09
H (-4.321, 2.649, -3.376)  0.07
H (-3.957, 1.454, -4.593)  0.09
C (5.167, 0.844, 0.600)  -0.08
O (6.564, 1.068, 0.221)  -0.21
C (7.364, -0.140, 0.198)  -0.21
C (8.867, 0.142, 0.142)  -0.21
N (9.544, -1.137, -0.059)  -0.07
C (10.968, -1.010, 0.152)  -0.21
C (11.649, -2.415, 0.201)  -0.24
O (11.584, -2.882, 1.521)  -0.19
C (12.270, -4.137, 1.719)  -0.09
H (4.629, 1.792, 0.616)  0.08
H (5.156, 0.429, 1.609)  0.08
H (4.669, 0.110, -0.033)  0.06
H (7.056, -0.782, -0.627)  0.11
H (7.072, -0.652, 1.115)  0.11
H (9.168, 0.671, 1.045)  0.12
H (9.091, 0.817, -0.685)  0.12
H (9.227, -1.643, 0.755)  0.10
H (11.247, -0.554, 1.102)  0.11
H (11.317, -0.359, -0.649)  0.12
H (12.667, -2.239, -0.147)  0.11
H (11.173, -3.081, -0.519)  0.12
H (12.213, -4.376, 2.781)  0.08
H (13.340, -4.087, 1.516)  0.08
H (11.819, -4.970, 1.181)  0.08
C (-5.537, -5.442, -0.060)  -0.14
O (-4.292, -5.474, 0.541)  -0.18
C (-4.100, -4.495, 1.566)  -0.19
C (-2.615, -4.334, 1.963)  -0.18
N (-1.933, -5.593, 2.289)  0.00
C (-2.611, -6.251, 3.424)  -0.17
C (-2.652, -7.825, 3.268)  -0.17
O (-3.451, -8.154, 2.104)  -0.18
C (-4.855, -8.073, 2.362)  -0.11
H (-5.974, -4.453, -0.201)  0.07
H (-6.258, -5.964, 0.568)  0.08
H (-5.573, -5.814, -1.084)  0.08
H (-4.750, -4.727, 2.409)  0.10
H (-4.441, -3.519, 1.217)  0.11
H (-2.490, -3.646, 2.800)  0.09
H (-2.040, -3.869, 1.163)  0.09
H (-1.055, -5.259, 2.660)  0.04
H (-3.640, -5.944, 3.610)  0.09
H (-2.144, -5.924, 4.353)  0.09
H (-3.003, -8.440, 4.097)  0.11
H (-1.626, -8.189, 3.217)  0.09
H (-5.188, -7.050, 2.535)  0.06
H (-5.133, -8.647, 3.246)  0.08
H (-5.434, -8.380, 1.491)  0.09
C (0.426, 7.040, 8.876)  -0.09
O (0.740, 6.199, 7.760)  -0.22
C (0.815, 4.794, 8.052)  -0.21
C (1.002, 3.967, 6.788)  -0.20
N (2.435, 3.872, 6.475)  -0.04
C (2.662, 3.068, 5.243)  -0.21
C (4.111, 3.011, 4.836)  -0.24
O (4.782, 4.235, 4.632)  -0.18
C (6.204, 4.070, 4.571)  -0.10
H (-0.606, 6.843, 9.168)  0.08
H (0.456, 8.063, 8.499)  0.09
H (1.062, 6.827, 9.735)  0.09
H (-0.172, 4.506, 8.414)  0.11
H (1.519, 4.585, 8.857)  0.12
H (0.431, 4.456, 5.998)  0.09
H (0.613, 2.968, 6.984)  0.11
H (2.815, 4.802, 6.366)  0.11
H (2.040, 3.485, 4.451)  0.09
H (2.350, 2.031, 5.360)  0.12
H (4.039, 2.551, 3.850)  0.11
H (4.603, 2.363, 5.561)  0.12
H (6.483, 3.373, 3.781)  0.08
H (6.631, 3.666, 5.489)  0.08
H (6.637, 5.061, 4.434)  0.09
C (0.486, -0.715, -4.269)  -0.08
O (0.829, -1.787, -3.392)  -0.20
C (1.612, -1.498, -2.253)  -0.20
C (3.044, -1.029, -2.591)  -0.20
N (3.670, -2.139, -3.336)  -0.03
C (5.031, -1.804, -3.806)  -0.20
C (5.571, -3.016, -4.561)  -0.21
O (5.033, -3.007, -5.903)  -0.21
C (5.654, -3.994, -6.762)  -0.10
H (-0.145, 0.056, -3.826)  0.07
H (-0.237, -1.046, -5.014)  0.09
H (1.394, -0.291, -4.698)  0.09
H (1.705, -2.435, -1.706)  0.10
H (1.139, -0.797, -1.565)  0.11
H (3.539, -0.756, -1.659)  0.09
H (3.049, -0.043, -3.055)  0.09
H (3.116, -2.296, -4.166)  0.10
H (5.740, -1.661, -2.991)  0.11
H (5.046, -0.868, -4.365)  0.12
H (5.283, -3.926, -4.036)  0.13
H (6.630, -2.798, -4.701)  0.12
H (6.738, -4.074, -6.685)  0.08
H (5.410, -3.669, -7.773)  0.08
H (5.269, -4.982, -6.508)  0.08
C (2.517, -8.782, 4.545)  -0.12
O (2.033, -7.460, 4.735)  -0.20
C (0.616, -7.334, 4.935)  -0.17
C (0.402, -5.827, 5.261)  -0.22
N (0.514, -5.094, 4.057)  -0.07
C (0.499, -3.638, 4.367)  -0.15
C (0.558, -2.868, 2.991)  -0.15
O (1.836, -3.160, 2.330)  -0.19
C (2.039, -2.546, 1.087)  -0.11
H (2.075, -9.327, 3.711)  0.09
H (2.457, -9.402, 5.440)  0.08
H (3.601, -8.798, 4.432)  0.08
H (0.252, -7.878, 5.806)  0.12
H (0.173, -7.706, 4.011)  0.10
H (1.233, -5.433, 5.846)  0.12
H (-0.508, -5.739, 5.855)  0.11
H (1.414, -5.199, 3.611)  0.11
H (1.232, -3.248, 5.073)  0.12
H (-0.509, -3.478, 4.750)  0.10
H (0.433, -1.802, 3.182)  0.11
H (-0.284, -3.076, 2.332)  0.09
H (1.482, -3.056, 0.301)  0.05
H (3.062, -2.748, 0.769)  0.10
H (1.649, -1.529, 1.036)  0.08
C (0.265, 4.670, -6.898)  -0.09
O (-0.576, 4.637, -5.761)  -0.20
C (-0.634, 3.463, -5.004)  -0.21
C (-1.229, 3.786, -3.612)  -0.16
N (-0.292, 4.546, -2.800)  -0.04
C (-0.699, 4.543, -1.415)  -0.21
C (0.281, 5.268, -0.532)  -0.19
O (0.169, 6.695, -0.724)  -0.17
C (0.780, 7.508, 0.277)  -0.10
H (1.267, 4.294, -6.690)  0.09
H (0.305, 5.654, -7.366)  0.09
H (-0.193, 3.941, -7.566)  0.08
H (0.345, 2.991, -4.919)  0.12
H (-1.376, 2.781, -5.421)  0.12
H (-1.523, 2.828, -3.184)  0.11
H (-2.120, 4.394, -3.772)  0.11
H (-0.492, 5.511, -3.021)  0.13
H (-0.770, 3.501, -1.101)  0.11
H (-1.669, 5.016, -1.261)  0.10
H (1.266, 4.809, -0.610)  0.11
H (0.028, 5.029, 0.500)  0.10
H (0.692, 8.594, 0.247)  0.09
H (1.859, 7.363, 0.249)  0.09
H (0.421, 7.321, 1.289)  0.06
C (2.395, 2.664, -1.970)  -0.14
O (2.405, 3.797, -2.857)  -0.13
H (2.109, 3.015, -0.979)  0.05
H (1.607, 1.965, -2.249)  0.07
H (3.311, 2.084, -1.855)  0.07
H (1.468, 3.989, -2.931)  0.00
C (-3.748, -0.577, 3.686)  -0.05
C (-2.685, -1.290, 4.487)  -0.43
C (-1.860, -0.362, 5.398)  -0.15
O (-0.766, -1.111, 5.991)  -0.23
C (-0.037, -0.455, 7.010)  -0.09
N (-3.262, -2.363, 5.320)  0.05
H (-3.248, 0.045, 2.943)  0.06
H (-4.328, 0.084, 4.329)  0.08
H (-4.367, -1.197, 3.037)  0.08
H (-2.096, -1.810, 3.732)  0.10
H (-2.415, 0.054, 6.239)  0.12
H (-1.414, 0.458, 4.835)  0.10
H (-0.691, -0.349, 7.876)  0.09
H (0.399, 0.473, 6.640)  0.07
H (0.771, -1.149, 7.244)  0.09
H (-2.527, -2.570, 5.980)  0.05
H (-3.846, -1.878, 5.987)  0.06
C (-0.935, -4.314, -3.465)  -0.06
C (-1.034, -5.432, -2.346)  -0.38
C (0.166, -5.300, -1.384)  -0.17
O (0.049, -6.268, -0.302)  -0.19
C (1.079, -6.136, 0.678)  -0.10
N (-2.276, -5.231, -1.618)  0.08
H (-1.738, -4.300, -4.202)  0.06
H (0.020, -4.321, -3.992)  0.07
H (-1.109, -3.317, -3.061)  0.05
H (-1.053, -6.378, -2.887)  0.13
H (0.178, -4.297, -0.957)  0.10
H (1.052, -5.543, -1.970)  0.12
H (1.037, -5.117, 1.063)  0.06
H (2.030, -6.490, 0.278)  0.09
H (0.906, -6.784, 1.537)  0.07
H (-2.201, -4.278, -1.292)  0.04
H (-2.860, -5.125, -2.434)  0.01
C (-5.956, -1.325, -3.445)  -0.09
C (-4.852, -2.295, -3.189)  -0.46
C (-5.254, -3.699, -3.610)  -0.13
O (-4.118, -4.637, -3.593)  -0.25
C (-4.328, -5.884, -4.189)  -0.11
N (-3.803, -1.731, -3.991)  0.07
H (-6.122, -1.195, -4.515)  0.09
H (-5.827, -0.342, -2.993)  0.07
H (-6.918, -1.623, -3.027)  0.08
H (-4.672, -2.236, -2.115)  0.13
H (-5.741, -3.746, -4.584)  0.12
H (-6.033, -4.060, -2.939)  0.11
H (-4.693, -5.831, -5.215)  0.09
H (-5.028, -6.478, -3.601)  0.09
H (-3.391, -6.439, -4.222)  0.09
H (-2.936, -2.245, -3.925)  0.05
H (-3.598, -0.922, -3.421)  0.02

Results
orbital gap (alpha / beta)	0.2443 / 0.0573	Ha
calculated total energy	-144334.063	eV
LUMO (alpha / beta)	-0.60 / -5.68	eV
largest force on an atom	3.8	eV/A
spin multiplicity	2
net charge	0

This record from the OMol25 dataset describes a molecular structure, C43H39Cl2N6O4P3S4Se2V in a non-equilibrium geometry. The level of theory is ωB97M-V/def2-TZVPD.

Each line ends with the Löwdin charge.
Element x y z (Å)
V (0.614, -1.765, -0.557)  0.45
O (3.810, -0.556, -1.178)  -0.24
S (3.011, -1.662, -1.578)  0.40
O (3.636, -2.758, -2.255)  -0.27
O (1.713, -1.253, -2.280)  -0.46
O (2.282, -2.257, -0.255)  -0.43
Se (-1.209, 4.458, -2.361)  0.36
P (0.521, 4.020, -1.230)  0.57
C (0.495, 4.801, 0.410)  -0.33
C (1.365, 5.755, 0.923)  -0.07
C (1.182, 6.248, 2.210)  -0.08
C (0.135, 5.792, 2.992)  -0.08
C (-0.747, 4.850, 2.481)  -0.08
C (-0.574, 4.364, 1.198)  -0.12
C (2.012, 4.270, -2.249)  -0.32
C (2.977, 5.261, -2.103)  -0.07
C (3.978, 5.413, -3.058)  -0.08
C (4.023, 4.582, -4.163)  -0.08
C (3.065, 3.587, -4.315)  -0.07
C (2.069, 3.435, -3.368)  -0.10
C (0.600, 2.278, -0.769)  -0.39
C (-0.099, 1.161, -1.176)  -0.38
N (0.345, 0.170, -0.369)  -0.24
N (1.258, 0.647, 0.472)  -0.01
N (1.434, 1.911, 0.240)  0.08
P (-1.522, 0.670, -2.163)  0.78
Se (-1.487, -1.529, -2.032)  0.55
C (-2.972, 1.273, -1.272)  -0.34
C (-3.143, 0.694, -0.014)  -0.12
C (-4.137, 1.158, 0.833)  -0.07
C (-4.966, 2.195, 0.431)  -0.07
C (-4.813, 2.759, -0.828)  -0.07
C (-3.818, 2.306, -1.678)  -0.13
C (-1.289, 1.141, -3.880)  -0.37
C (-2.233, 1.774, -4.682)  -0.09
C (-1.944, 2.035, -6.012)  -0.06
C (-0.720, 1.662, -6.546)  -0.07
C (0.217, 1.015, -5.752)  -0.07
C (-0.066, 0.746, -4.423)  -0.11
H (2.195, 6.127, 0.353)  0.07
H (1.870, 6.988, 2.599)  0.10
H (0.002, 6.175, 3.996)  0.10
H (-1.565, 4.479, 3.085)  0.10
H (-1.271, 3.630, 0.809)  0.09
H (2.973, 5.924, -1.260)  0.07
H (4.720, 6.190, -2.932)  0.11
H (4.794, 4.714, -4.911)  0.10
H (3.089, 2.933, -5.177)  0.10
H (1.316, 2.670, -3.503)  0.07
H (-2.495, -0.109, 0.320)  0.05
H (-4.237, 0.717, 1.817)  0.11
H (-5.723, 2.575, 1.105)  0.11
H (-5.453, 3.573, -1.144)  0.11
H (-3.693, 2.786, -2.630)  0.05
H (-3.188, 2.069, -4.287)  0.09
H (-2.676, 2.537, -6.630)  0.11
H (-0.499, 1.871, -7.585)  0.11
H (1.173, 0.717, -6.166)  0.11
H (0.664, 0.231, -3.804)  0.09
Cl (-2.899, -4.482, -2.786)  0.50
C (-4.236, -4.530, -1.610)  -0.99
Cl (-3.800, -3.902, -0.032)  0.54
H (-4.530, -5.564, -1.494)  0.02
H (-5.038, -3.925, -2.010)  0.03
S (-0.932, 0.974, 2.951)  0.26
P (0.016, -0.726, 3.049)  0.19
S (-0.346, -2.075, 1.462)  0.45
C (1.753, -0.606, 3.546)  -0.37
C (1.955, -0.059, 4.816)  -0.09
C (3.240, 0.087, 5.310)  -0.08
C (4.331, -0.309, 4.540)  -0.08
C (4.128, -0.861, 3.285)  -0.06
C (2.839, -1.013, 2.788)  -0.08
C (-0.641, -1.802, 4.375)  -0.41
C (-1.699, -1.384, 5.166)  -0.11
C (-2.179, -2.210, 6.179)  -0.08
C (-1.602, -3.451, 6.398)  -0.09
C (-0.531, -3.868, 5.612)  -0.08
C (-0.051, -3.046, 4.608)  -0.11
H (1.106, 0.257, 5.410)  0.10
H (3.392, 0.508, 6.295)  0.10
H (5.336, -0.185, 4.923)  0.10
H (4.971, -1.168, 2.679)  0.11
H (2.697, -1.438, 1.808)  0.07
H (-2.139, -0.412, 4.982)  0.06
H (-3.001, -1.878, 6.800)  0.10
H (-1.981, -4.095, 7.182)  0.10
H (-0.068, -4.830, 5.792)  0.10
H (0.785, -3.368, 3.997)  0.10
C (0.293, -7.695, 1.128)  -0.09
C (-0.845, -6.935, 0.441)  -0.23
C (-0.340, -5.824, -0.427)  -0.61
N (-0.342, -4.597, -0.077)  0.01
N (0.167, -3.753, -1.055)  -0.17
C (0.531, -4.400, -2.146)  -0.71
N (0.920, -3.812, -3.286)  0.14
S (0.322, -6.098, -2.016)  1.12
H (-0.103, -8.508, 1.735)  0.07
H (0.859, -7.024, 1.775)  0.08
H (0.982, -8.123, 0.397)  0.07
H (-1.498, -6.472, 1.179)  0.11
H (-1.437, -7.619, -0.169)  0.11
H (1.227, -2.844, -3.228)  0.06
H (1.383, -4.383, -3.973)  0.11

Results
orbital gap (alpha / beta)	0.2258 / 0.2565	Ha
calculated total energy	-314991.568	eV
LUMO (alpha / beta)	-1.63 / -0.80	eV
largest force on an atom	1.7	eV/A
spin multiplicity	2
energy relative to the best compared isomer or geometry (same formula, charge and spin)	0.0	kcal/mol
net charge	0

This record from the OMol25 dataset describes 3 unconnected molecules or ions with the total composition C26H18N2O6 in a non-equilibrium geometry. The level of theory is ωB97M-V/def2-TZVPD.

Each line ends with the Löwdin charge.
Element x y z (Å)
N (-5.447, -2.164, 2.500)  0.05
C (-4.560, -1.717, 1.424)  -0.26
C (-5.012, -1.767, 0.034)  -0.01
C (-4.113, -1.272, -1.029)  0.01
C (-2.807, -0.753, -0.642)  -0.10
C (-2.357, -0.734, 0.773)  -0.06
C (-3.233, -1.221, 1.826)  0.05
C (-0.931, -0.133, 1.041)  -0.28
O (-0.147, -0.637, 1.807)  0.11
C (-0.612, 1.144, 0.189)  -0.06
C (0.063, 2.316, 0.753)  -0.01
C (0.256, 3.456, -0.172)  -0.07
C (-0.161, 3.426, -1.573)  -0.01
C (-0.846, 2.240, -2.148)  -0.21
N (-1.267, 2.199, -3.525)  0.08
C (-1.061, 1.118, -1.225)  -0.02
C (-1.815, -0.167, -1.701)  -0.28
O (-1.650, -0.659, -2.828)  0.05
H (-6.350, -1.728, 2.259)  0.09
H (-5.132, -1.619, 3.314)  0.08
H (-6.015, -2.143, -0.280)  0.11
H (-4.373, -1.270, -2.110)  0.12
H (-2.855, -1.174, 2.874)  0.13
H (0.381, 2.331, 1.821)  0.11
H (0.735, 4.377, 0.221)  0.09
H (0.005, 4.283, -2.268)  0.11
H (-1.725, 3.106, -3.698)  0.09
H (-2.037, 1.525, -3.632)  0.08
O (3.194, 3.518, 0.162)  0.09
C (3.930, 3.394, 1.121)  -0.38
C (4.432, 2.064, 1.535)  0.03
C (5.236, 1.928, 2.588)  0.02
C (5.663, 3.099, 3.388)  -0.39
O (6.398, 2.974, 4.346)  0.11
C (5.160, 4.429, 2.972)  0.02
C (4.356, 4.565, 1.920)  0.02
H (4.110, 1.219, 0.940)  0.13
H (5.613, 0.964, 2.906)  0.12
H (5.482, 5.274, 3.568)  0.12
H (3.979, 5.529, 1.601)  0.12
O (1.870, -4.147, -3.990)  0.10
C (1.222, -4.206, -2.964)  -0.38
C (0.309, -3.109, -2.567)  0.03
C (-0.401, -3.174, -1.442)  0.04
C (-0.303, -4.348, -0.543)  -0.38
O (-0.951, -4.411, 0.482)  0.11
C (0.612, -5.442, -0.940)  0.02
C (1.319, -5.377, -2.064)  0.02
H (0.249, -2.260, -3.238)  0.11
H (-1.074, -2.386, -1.145)  0.08
H (0.669, -6.290, -0.269)  0.12
H (1.991, -6.167, -2.372)  0.12

Results
orbital gap	0.2597	Ha
calculated total energy	-42514.825	eV
LUMO	-1.59	eV
largest force on an atom	3.1	eV/A
spin multiplicity	1
net charge	0